# 1
This record from the OMol25 dataset describes 9 unconnected molecules or ions with the total composition C50H51F10NO30P2S at a distorted geometry. The level of theory is the ωB97M-V functional and the def2-TZVPD basis.

Its HOMO-LUMO gap is 8.37 eV. For the HOMO energy, the calculation gives -8.487 eV. The SMILES is CP(O)c1c(C(F)(F)C(F)(F)C(F)(F)F)ccc2c1N(CC(=O)c1ccccc1)c1c(COC(F)(F)F)cc(P(=O)(O)O)cc1S2.O=C1OCCO1.O=C1OCCO1.O=C1OCCO1.O=C1OCCO1.O=C1OCCO1.O=C1OCCO1.O=C1OCCO1.O=C1OCCO1.

Structure (ORCA input):
```
! RIJCOSX wB97M-V def2-TZVPD def2/J DEFGRID3
* xyz 0 1
C -4.14 0.58 -2.21
P -2.47 1.23 -1.87
O -2.78 2.85 -1.63
C -2.00 0.67 -0.15
C -2.74 0.70 1.06
C -4.18 1.15 1.22
F -4.29 1.75 2.44
F -4.57 2.07 0.32
C -5.19 -0.05 1.26
F -5.24 -0.49 2.54
F -4.76 -1.07 0.50
C -6.65 0.30 0.86
F -6.97 1.53 1.25
F -7.48 -0.56 1.48
F -6.84 0.17 -0.45
C -2.18 0.26 2.26
C -0.88 -0.23 2.30
C -0.14 -0.26 1.13
C -0.68 0.19 -0.08
N 0.16 0.08 -1.22
C 0.64 1.25 -1.94
C 0.91 2.45 -1.06
O 0.88 2.38 0.14
C 1.19 3.74 -1.75
C 1.78 3.79 -3.01
C 2.06 5.02 -3.60
C 1.76 6.19 -2.92
C 1.18 6.14 -1.66
C 0.90 4.92 -1.07
C 0.80 -1.16 -1.42
C 0.72 -1.85 -2.63
C -0.12 -1.35 -3.77
O -1.52 -1.49 -3.50
C -2.13 -2.67 -3.75
F -1.27 -3.66 -4.02
F -2.87 -3.02 -2.71
F -2.95 -2.56 -4.81
C 1.39 -3.06 -2.75
C 2.11 -3.62 -1.69
P 2.88 -5.22 -1.87
O 2.07 -6.32 -1.34
O 3.16 -5.39 -3.42
O 4.29 -5.11 -1.12
C 2.15 -2.94 -0.47
C 1.50 -1.72 -0.35
S 1.52 -0.84 1.17
H -4.92 1.26 -1.90
H -4.27 -0.42 -1.80
H -4.18 0.49 -3.29
H -2.37 3.14 -0.81
H -2.74 0.28 3.17
H -0.44 -0.58 3.22
H 1.58 0.99 -2.43
H -0.04 1.57 -2.73
H 2.02 2.89 -3.55
H 2.52 5.05 -4.57
H 1.99 7.14 -3.39
H 0.95 7.06 -1.14
H 0.46 4.88 -0.08
H 0.17 -1.81 -4.70
H 0.02 -0.28 -3.88
H 1.34 -3.60 -3.68
H 3.64 -4.64 -3.81
H 4.63 -4.21 -1.10
H 2.67 -3.34 0.39
O 3.58 -2.83 -5.89
C 4.06 -3.77 -6.45
O 4.44 -4.90 -5.81
C 4.73 -5.90 -6.79
C 5.05 -5.07 -8.02
O 4.27 -3.87 -7.77
H 5.55 -6.54 -6.47
H 3.84 -6.52 -6.93
H 6.10 -4.79 -8.07
H 4.76 -5.53 -8.95
O -1.75 1.15 7.45
C -2.14 2.06 6.78
O -3.12 2.91 7.13
C -3.16 3.99 6.19
C -2.51 3.37 4.97
O -1.65 2.38 5.56
H -4.18 4.31 6.03
H -2.58 4.82 6.59
H -3.23 2.86 4.33
H -1.93 4.08 4.39
O 7.02 -4.45 -10.43
C 6.49 -3.56 -11.01
O 5.29 -3.04 -10.67
C 5.08 -1.84 -11.43
C 5.98 -2.08 -12.64
O 6.99 -2.93 -12.10
H 4.03 -1.74 -11.68
H 5.40 -0.99 -10.83
H 5.46 -2.61 -13.44
H 6.42 -1.17 -13.03
O -12.28 0.82 5.28
C -11.31 0.26 4.89
O -11.12 -0.17 3.62
C -9.76 -0.58 3.47
C -9.37 -0.89 4.90
O -10.23 -0.03 5.65
H -9.69 -1.43 2.80
H -9.19 0.25 3.06
H -9.58 -1.93 5.18
H -8.32 -0.68 5.13
O 0.05 6.63 5.43
C 0.58 6.37 6.47
O -0.08 6.04 7.60
C 0.86 5.56 8.56
C 2.15 6.21 8.08
O 1.91 6.36 6.67
H 0.57 5.84 9.56
H 0.90 4.47 8.49
H 2.30 7.20 8.51
H 3.03 5.61 8.24
O -1.31 5.00 10.73
C -2.37 4.46 10.89
O -2.95 4.31 12.09
C -4.27 3.80 11.91
C -4.16 3.13 10.55
O -3.13 3.90 9.92
H -4.52 3.11 12.71
H -4.97 4.63 11.91
H -3.84 2.09 10.60
H -5.08 3.19 9.97
O 7.11 -7.99 -5.60
C 6.37 -8.83 -5.20
O 6.66 -9.69 -4.20
C 5.46 -10.38 -3.83
C 4.64 -10.28 -5.11
O 5.13 -9.07 -5.69
H 5.69 -11.40 -3.55
H 5.00 -9.86 -3.00
H 4.84 -11.10 -5.80
H 3.57 -10.21 -4.93
O 6.04 5.39 1.83
C 5.16 4.63 2.05
O 5.21 3.64 2.97
C 3.89 3.10 3.13
C 3.24 3.46 1.81
O 3.95 4.64 1.44
H 3.94 2.03 3.31
H 3.41 3.58 3.98
H 3.39 2.70 1.04
H 2.17 3.66 1.88
*
```

# 2
This record from the OMol25 dataset describes a molecular structure, C50H51N6O2P2PdS5 at a distorted geometry. The level of theory is the ωB97M-V functional and the def2-TZVPD basis.

Its HOMO-LUMO gap (alpha / beta) is 6.46 / 2.93 eV. Its energy above the lowest of the compared OMol25 structures with the same formula, charge and spin is 56.1 kcal/mol. For the HOMO energy (alpha / beta), the calculation gives -13.583 / -14.253 eV. Its expectation value of S² is 6.043.

Structure (ORCA input):
```
! RIJCOSX wB97M-V def2-TZVPD def2/J DEFGRID3
* xyz 3 5
Pd -0.90 -0.33 -0.04
C 7.05 4.04 2.54
S 5.29 4.06 2.69
C 4.70 3.21 1.24
C 3.45 2.36 1.55
C 3.04 1.65 0.25
N 1.77 0.94 0.35
P 1.48 -0.75 -0.18
C 2.68 -0.92 -1.52
C 2.28 -0.48 -2.78
C 3.14 -0.56 -3.86
C 4.41 -1.10 -3.69
C 4.81 -1.56 -2.45
C 3.94 -1.48 -1.36
C 2.06 -1.72 1.24
C 3.30 -1.46 1.85
C 3.70 -2.18 2.96
C 2.87 -3.15 3.50
C 1.64 -3.40 2.92
C 1.24 -2.70 1.79
P 0.25 1.72 0.34
C 0.53 3.23 -0.64
C 0.33 4.53 -0.16
C 0.60 5.62 -0.97
C 1.08 5.44 -2.26
C 1.31 4.16 -2.73
C 1.04 3.06 -1.93
C -0.35 2.34 1.97
C -1.50 3.02 1.88
C -2.23 3.52 3.05
C -1.93 3.09 4.27
C -0.87 2.06 4.48
C 0.21 1.96 3.34
H 7.47 4.63 3.35
H 7.34 4.44 1.57
H 7.39 3.00 2.61
H 5.52 2.63 0.81
H 4.43 4.01 0.54
H 2.64 3.01 1.88
H 3.65 1.64 2.35
H 3.81 0.94 -0.05
H 2.99 2.41 -0.54
H 1.28 -0.09 -2.94
H 2.82 -0.23 -4.84
H 5.08 -1.18 -4.54
H 5.78 -2.01 -2.32
H 4.25 -1.89 -0.41
H 3.96 -0.70 1.44
H 4.67 -1.99 3.40
H 3.19 -3.72 4.36
H 0.99 -4.16 3.33
H 0.28 -2.91 1.34
H -0.04 4.70 0.84
H 0.43 6.62 -0.59
H 1.28 6.30 -2.89
H 1.70 4.01 -3.73
H 1.24 2.07 -2.31
H -1.93 3.24 0.91
H -3.01 4.25 2.89
H -2.47 3.45 5.14
H -0.35 2.27 5.41
H 1.08 2.58 3.59
C -6.07 -3.71 -5.61
C -5.29 -3.39 -4.36
C -5.72 -3.86 -3.12
C -5.01 -3.57 -1.96
C -3.87 -2.79 -2.05
C -3.42 -2.32 -3.28
C -4.13 -2.62 -4.42
S -2.99 -2.39 -0.60
O -3.42 -3.32 0.44
O -3.30 -0.98 -0.21
N -1.45 -2.33 -0.82
C -0.62 -3.34 -1.30
C -1.09 -4.54 -1.84
C -0.16 -5.46 -2.30
C 1.19 -5.16 -2.23
C 1.56 -3.95 -1.69
N 0.68 -3.05 -1.23
H -6.75 -4.54 -5.46
H -5.40 -3.95 -6.43
H -6.65 -2.84 -5.91
H -6.61 -4.48 -3.06
H -5.33 -3.96 -1.00
H -2.50 -1.74 -3.34
H -3.78 -2.27 -5.38
H -2.14 -4.76 -1.89
H -0.50 -6.40 -2.71
H 1.95 -5.86 -2.57
H 2.60 -3.67 -1.61
S -1.08 0.46 -2.44
C -2.45 1.45 -2.55
N -3.54 1.35 -1.82
C -4.70 2.13 -2.27
C -4.15 3.25 -3.15
S -2.53 2.69 -3.75
H -3.64 0.52 -1.22
H -5.24 2.52 -1.41
H -5.36 1.47 -2.83
H -4.01 4.18 -2.60
H -4.80 3.44 -4.01
N -3.62 -1.74 2.66
C -2.79 -0.88 3.14
N -1.49 -0.77 2.62
C -0.80 -0.07 3.43
C 0.59 0.45 3.36
C 1.31 0.04 4.61
C 0.61 -0.28 5.76
C -0.76 -0.10 5.83
C -1.40 0.57 4.64
S -3.16 0.18 4.46
H -3.41 -2.33 1.83
H -4.55 -1.84 3.05
H 1.13 0.13 2.48
H 2.38 -0.06 4.57
H 1.14 -0.66 6.63
H -1.36 -0.39 6.68
*
```